[1]
Molecular formula: C39H50ClN7O5SV
Method: DFT, the ωB97M-V functional and the def2-TZVPD basis

Electronic energy in Eh: -4078.04500
2S+1: 4
HOMO energy (alpha / beta) in eV: -6.88 / -7.30
<S²>: 3.759

Each line ends with the natural charge from an NBO analysis.
Atoms and positions in Å:
C  -3.88  0.77  2.32  -0.183
C  2.75  2.15  0.06  -0.152
C  -1.28  -0.18  2.30  0.157
C  0.95  0.40  2.98  -0.060
H  -3.87  0.43  0.21  0.236
H  0.99  -1.80  -3.99  0.186
H  -3.91  -1.55  -0.40  0.222
N  2.36  0.11  2.75  -0.653
H  -1.07  -1.71  -4.41  0.210
O  6.85  -2.84  0.36  -0.584
C  2.51  2.88  3.94  -0.235
H  0.24  0.47  -3.90  0.196
H  4.86  3.78  -2.73  0.225
C  3.01  3.26  5.33  -0.406
H  -0.91  5.29  1.20  0.194
C  1.11  -1.84  -2.90  -0.396
N  -1.36  -0.61  -0.04  -0.820
H  0.04  5.79  -2.35  0.203
C  -3.32  0.33  1.13  -0.271
C  4.79  2.79  3.11  -0.204
H  1.26  -2.31  2.85  0.201
H  4.72  4.19  6.27  0.215
H  5.45  2.15  2.53  0.238
O  1.04  -2.71  0.08  -0.797
O  -3.30  3.56  -0.89  -0.984
C  5.67  -3.09  0.29  0.783
C  3.70  1.41  -0.63  0.110
H  5.58  2.23  5.01  0.208
C  -3.29  -1.55  -1.28  -0.258
H  -2.59  4.76  1.21  0.238
C  -1.48  4.26  3.01  -0.596
H  -4.88  1.17  2.31  0.220
H  -0.47  3.96  3.30  0.187
C  -3.80  -2.01  -2.47  -0.172
C  -0.83  5.43  -1.79  -0.406
H  -0.09  -1.89  3.93  0.190
H  -1.59  2.34  1.34  0.248
C  -2.09  6.10  -2.33  -0.615
H  4.20  -4.36  0.28  0.507
C  4.46  1.99  -1.64  -0.194
C  -1.70  -1.65  -3.53  -0.226
C  4.68  -2.00  0.06  -0.277
C  -1.97  -1.09  -1.18  0.134
C  -3.02  -2.05  -3.62  -0.252
O  5.19  -4.32  0.39  -0.674
C  3.35  4.09  -1.24  -0.194
C  0.48  0.48  -2.83  -0.403
H  -2.98  5.72  -1.84  0.243
H  2.26  3.88  5.82  0.213
H  1.53  0.76  -2.69  0.206
C  -3.16  0.71  3.51  -0.267
C  3.27  -2.00  -0.03  0.114
O  2.63  -4.28  0.12  -0.650
N  3.88  0.04  -0.32  -0.188
N  0.13  -0.60  2.26  -0.531
N  2.81  -0.77  -0.23  -0.366
C  -1.22  3.19  0.76  -0.626
H  5.17  1.40  -2.20  0.235
C  -1.86  0.24  3.48  -0.239
H  0.16  3.50  -1.70  0.226
C  4.35  3.98  5.26  -0.397
H  -1.29  0.20  4.40  0.209
C  2.58  3.49  -0.24  -0.229
C  0.24  -1.93  2.88  -0.395
H  -2.19  5.91  -3.40  0.201
S  -1.95  2.93  -0.88  1.284
H  -0.16  1.20  -2.33  0.219
C  5.02  -0.67  -0.13  0.203
H  -1.09  3.62  -2.93  0.230
H  2.54  -0.85  2.51  0.401
C  -1.17  -1.20  -2.34  0.154
C  2.24  -3.11  0.07  0.769
H  3.21  5.13  -1.47  0.221
H  1.57  2.35  4.02  0.207
Cl  6.52  0.11  -0.05  0.119
H  -0.66  5.73  -0.75  0.200
C  4.28  3.33  -1.94  -0.203
H  4.60  3.71  2.53  0.178
V  0.61  -0.74  -0.05  1.288
N  3.52  2.07  3.23  -0.458
H  2.15  -1.60  -2.67  0.205
H  0.67  1.38  2.57  0.202
C  -1.57  4.47  1.50  -0.420
C  -2.01  -0.19  1.09  0.136
H  -1.72  5.17  3.56  0.215
H  -3.61  1.03  4.44  0.217
H  2.33  3.79  3.35  0.187
H  3.12  2.34  5.92  0.204
N  0.25  -0.85  -2.23  -0.540
H  4.21  4.95  4.77  0.193
H  -4.83  -2.36  -2.51  0.212
H  -0.14  3.05  0.64  0.210
H  -2.03  7.18  -2.19  0.207
C  -0.84  3.92  -1.91  -0.619
H  0.87  -2.83  -2.53  0.236
H  2.19  1.68  0.86  0.229
H  6.30  3.69  4.34  0.215
H  1.86  4.08  0.31  0.217
C  3.52  0.81  2.82  0.191
H  -2.16  3.48  3.33  0.216
H  -3.43  -2.40  -4.55  0.214
C  5.36  3.15  4.47  -0.414
H  0.71  0.39  4.05  0.178
H  -0.38  -2.62  2.32  0.240



[2]
Molecular formula: C39H50CrN10O4S4Sb
Method: DFT, the ωB97M-V functional and the def2-TZVPD basis

Electronic energy in Eh: -5241.82735
2S+1: 4
Energy relative to the best compared isomer or geometry (same formula, charge and spin) in kcal per mole: 30.5
HOMO energy (alpha / beta) in eV: -12.58 / -12.65
<S²>: 3.801
Charge: +2

Each line ends with the Mulliken charge.
Atoms and positions in Å:
H  2.11  2.93  -4.28  0.227
H  -0.74  -2.38  4.99  0.399
H  2.16  2.38  -6.74  0.355
H  3.62  4.42  0.90  0.410
C  0.12  0.98  6.86  -0.458
O  0.30  -2.39  0.48  -0.770
H  -5.40  3.18  2.35  0.191
H  -7.36  3.40  -0.59  0.216
C  2.36  -2.25  3.60  -0.193
H  -3.81  -0.57  -3.29  0.436
C  -1.08  -5.39  -1.52  -0.409
N  1.83  3.32  0.70  0.650
H  -3.63  0.05  7.02  0.416
C  2.22  2.70  3.97  -0.765
H  -1.81  -4.87  -2.13  0.452
H  5.34  3.58  4.96  0.422
N  -6.75  3.47  0.21  -0.374
C  -6.24  1.39  -1.71  -0.849
C  2.74  -3.57  3.82  -0.896
C  1.88  -4.45  4.45  -0.713
H  -2.24  -2.28  1.65  0.172
H  -2.48  0.91  9.03  0.399
C  3.45  0.78  4.75  -0.539
C  1.10  -1.83  4.02  1.034
C  1.87  5.62  0.34  -0.730
C  -0.74  -6.71  -1.79  -0.741
C  0.49  -5.37  0.33  -0.596
H  2.28  -2.88  -1.92  0.182
C  -1.93  0.80  8.10  -0.496
C  0.61  -4.03  4.84  -0.541
C  3.32  3.51  4.24  -0.585
H  -2.86  -3.84  1.03  0.504
C  -0.47  -4.75  -0.45  0.448
N  0.61  4.97  -0.03  -0.185
H  5.45  1.15  5.41  0.458
H  -0.05  5.38  -0.67  0.261
Sb  0.55  0.20  3.96  0.356
S  -0.96  -3.08  -0.14  0.585
H  3.50  -0.28  4.98  0.526
H  0.49  -8.37  -1.24  0.411
C  2.46  1.96  -4.64  -0.527
C  -1.97  -3.28  1.32  -0.790
C  -2.58  0.31  6.97  -0.689
N  -1.79  1.07  -2.60  -0.298
C  -4.15  0.37  -2.86  -0.981
O  4.04  -0.57  1.27  -0.646
C  1.75  -0.98  -2.18  0.085
C  0.22  -7.35  -1.02  -0.487
C  -5.60  0.18  -2.39  -1.194
C  0.23  -2.72  4.63  -0.887
C  -5.92  2.45  0.50  0.800
S  -0.82  1.00  2.29  -0.423
H  2.19  -5.47  4.64  0.436
H  -0.06  -4.72  5.34  0.457
H  -5.07  0.71  -0.08  0.192
C  2.09  0.96  -3.59  0.330
H  1.59  -7.18  0.63  0.446
H  -3.34  1.86  -1.51  0.393
N  1.35  1.22  -2.58  -1.135
H  -4.16  1.09  -3.69  0.355
H  -6.94  4.19  0.88  0.211
H  -7.33  1.26  -1.69  0.626
C  4.55  1.59  5.00  -0.846
H  -1.74  1.96  -3.08  0.303
H  3.27  4.58  4.07  0.604
H  1.69  6.51  0.94  0.363
C  0.84  -6.68  0.03  -0.721
O  -1.64  -0.33  -0.34  0.261
H  -6.20  -0.06  -3.27  0.489
H  2.17  0.66  -6.36  0.356
H  -5.68  -0.68  -1.72  0.354
H  -1.21  -7.23  -2.62  0.423
H  -0.09  1.52  8.93  0.415
C  1.85  1.64  -6.00  -1.089
O  -3.80  -0.38  0.00  -1.049
C  4.48  2.95  4.75  -0.720
C  -0.53  0.49  5.74  0.770
H  3.05  -1.57  3.12  0.197
H  3.55  2.00  -4.72  0.320
C  2.97  -0.13  1.06  0.583
H  2.01  2.37  1.03  -0.360
H  2.43  5.90  -0.56  0.298
C  -0.59  1.13  8.05  -0.737
C  2.29  1.34  4.22  0.981
N  1.13  0.14  -1.77  1.439
H  1.31  3.14  3.57  0.643
C  -1.88  0.16  5.79  -0.656
H  -6.01  2.31  -2.25  0.480
S  2.62  -0.70  -3.66  -0.203
Cr  0.13  0.40  0.02  1.478
N  -5.73  1.47  -0.34  0.018
N  -5.27  2.45  1.67  -0.313
H  2.45  4.65  2.21  0.018
C  -3.04  0.88  -1.91  -0.355
C  2.56  4.51  1.13  -0.254
N  1.71  -2.14  -1.54  -0.233
H  0.76  1.64  -5.95  0.285
C  -2.83  0.00  -0.67  0.294
C  0.70  3.64  0.10  0.196
S  -0.49  2.60  -0.54  -0.488
H  1.17  1.24  6.83  0.449
H  -1.39  -3.82  2.06  0.301
N  1.87  0.33  0.92  0.094
H  3.73  -3.89  3.52  0.485
H  -4.55  1.76  1.85  0.135
H  -2.39  -0.20  4.90  0.434
H  0.97  -4.83  1.13  0.438
H  1.13  -2.23  -0.53  -0.052
H  -1.60  0.34  -3.27  0.230



[3]
Molecular formula: C39H51BN6O3P2Ti
Method: DFT, the ωB97M-V functional and the def2-TZVPD basis

Electronic energy in Eh: -3628.11820
2S+1: 3
Energy relative to the best compared isomer or geometry (same formula, charge and spin) in kcal per mole: 12.4
HOMO energy (alpha / beta) in eV: -7.30 / -7.78
<S²>: 2.006

Each line ends with the Mulliken charge.
Atoms and positions in Å:
H  2.03  2.33  -2.46  -0.014
C  1.32  4.32  2.26  -1.104
H  0.74  4.54  3.15  0.267
H  2.89  -6.38  1.95  0.377
H  -5.37  -0.98  -2.12  0.531
Ti  -0.36  -0.11  -0.49  -0.049
H  -4.25  -1.69  -6.34  0.399
H  4.03  5.49  0.61  0.382
N  -1.70  -1.47  1.91  0.383
C  2.16  -2.91  0.46  1.489
O  0.11  -1.72  -1.46  -0.329
C  -3.45  -1.48  -5.65  -0.882
H  1.77  1.11  -3.69  0.357
H  -3.12  -3.43  4.26  0.449
H  3.42  3.61  -0.87  0.338
H  -1.91  -1.55  -7.15  0.418
H  -2.10  2.50  -0.95  -0.085
C  -0.95  -3.38  2.65  -1.136
N  -2.36  -0.49  -0.91  1.359
H  4.46  -1.36  0.46  0.293
H  -3.38  2.74  4.33  0.445
C  -2.16  1.93  2.80  0.251
C  -3.18  -2.54  3.64  -1.402
H  -0.85  -4.30  3.21  0.517
C  3.35  -3.55  0.17  -0.995
C  3.97  0.36  -0.76  -1.163
C  3.49  -1.54  3.00  -1.307
H  -1.12  3.75  3.41  0.569
H  3.72  2.17  2.34  0.288
H  -3.56  -0.32  2.35  -0.075
H  5.19  0.14  1.00  0.786
C  -1.14  -1.10  -5.19  -1.205
C  -3.37  1.86  3.68  -1.406
C  -1.38  2.47  -1.77  0.923
H  -1.46  2.04  -3.88  0.179
N  -0.54  -1.68  1.24  0.575
H  4.08  -3.08  -0.48  0.044
H  2.67  5.94  2.63  0.393
H  -3.35  0.98  4.31  0.195
C  3.69  1.24  2.91  -1.434
H  4.73  0.04  -1.47  0.755
H  -3.26  -1.67  4.29  0.180
N  -3.18  -0.39  0.17  0.603
C  2.41  1.39  -2.86  -1.483
H  -2.95  1.60  -3.03  0.199
H  4.52  -1.41  3.34  0.448
O  -0.48  1.38  -1.55  0.248
C  -3.74  -1.28  -4.31  -1.088
C  4.27  -0.30  0.60  -1.560
C  3.63  -4.80  0.70  -1.001
C  1.75  2.99  0.33  0.603
H  3.50  -2.04  -2.08  0.272
H  -4.10  -2.61  3.06  0.177
C  -4.49  -0.79  -1.53  -1.481
H  3.41  -2.50  2.48  0.327
C  -1.17  2.88  2.78  -1.291
C  -0.63  3.79  -1.78  -1.352
H  -2.58  3.30  -3.33  0.547
H  4.70  0.99  3.25  0.464
H  0.79  -5.27  2.44  0.322
H  -5.60  0.48  1.32  0.202
H  1.46  2.19  -0.33  -0.287
H  4.06  1.44  -0.65  0.325
H  -0.11  -1.04  -5.52  0.390
H  -5.58  -1.28  1.51  0.176
C  1.50  -4.76  1.81  -1.186
B  -2.63  -0.28  1.61  -2.586
H  -6.54  -0.54  0.22  0.412
C  3.18  4.86  0.85  -1.009
H  -1.35  4.61  -1.90  0.534
C  2.42  5.11  1.98  -0.783
H  1.96  -1.94  0.05  -0.077
N  -0.70  1.34  1.22  1.072
O  -0.75  -2.71  -1.40  -0.429
H  1.96  -1.95  -2.95  0.217
H  0.06  3.82  -2.63  0.290
C  -1.43  -0.90  -3.85  0.809
C  0.96  3.25  1.44  1.712
C  2.84  3.80  0.03  -0.797
H  -4.29  1.85  3.10  0.199
H  -0.07  3.97  -0.87  0.110
C  -1.98  -2.48  2.76  0.416
C  2.69  -5.41  1.53  -0.850
N  -1.85  1.02  1.87  0.628
C  -5.61  -0.47  0.77  -1.387
H  2.83  -1.58  3.87  0.369
H  3.38  -1.02  -3.53  0.552
H  -4.77  -1.37  -3.99  0.312
C  -0.07  -2.85  1.69  -0.147
P  2.34  0.05  -1.61  2.205
C  -2.14  -1.39  -6.10  -0.589
C  -4.46  -0.55  -0.18  0.606
C  1.21  -3.50  1.29  1.518
H  3.06  1.41  3.79  0.388
H  -0.63  -0.66  -3.18  1.052
C  -2.14  2.33  -3.08  -1.271
H  3.43  1.52  -3.22  0.547
C  -0.27  2.48  1.78  0.034
C  -2.74  -0.99  -3.38  1.163
P  2.97  -0.14  1.92  1.061
C  2.84  -1.38  -2.65  -1.391
C  -3.15  -0.76  -1.97  -0.446
H  4.57  -5.30  0.47  0.427



[4]
Molecular formula: C39H51N7SbSeSi3Ti
Method: DFT, the ωB97M-V functional and the def2-TZVPD basis

Electronic energy in Eh: -6259.53021
2S+1: 1
Energy relative to the best compared isomer or geometry (same formula, charge and spin) in kcal per mole: 0.0
HOMO energy (alpha / beta) in eV: -9.83 / -9.83
Charge: +1

Each line ends with the Mulliken charge.
Atoms and positions in Å:
C  -5.91  2.25  1.76  -1.337
C  0.59  -0.74  2.74  -0.234
C  1.32  -1.19  4.89  -0.921
H  -4.19  -0.71  4.31  0.228
H  1.53  -4.40  -4.03  0.424
H  -2.02  -2.26  -0.75  0.249
H  -5.19  -1.55  0.81  0.393
C  5.08  0.10  2.10  -0.837
H  -3.52  3.51  1.22  0.532
C  1.28  -3.57  -3.38  -0.542
N  0.25  1.17  -2.10  0.323
C  -2.50  3.28  0.94  -0.167
H  -0.24  3.99  -5.58  0.495
C  -2.04  3.62  -4.48  -0.782
C  -4.83  1.31  -0.80  -1.095
C  -0.29  -1.91  -2.68  -0.470
C  -0.14  -1.28  1.53  2.003
Si  0.16  -3.22  1.60  0.970
N  0.63  -1.55  3.81  -0.186
H  -2.07  -0.48  -0.91  -0.419
H  -5.88  1.32  -1.08  0.661
H  -6.04  2.21  2.84  0.367
H  -0.04  -4.06  3.91  0.305
Se  1.89  1.30  -2.82  0.361
H  -4.34  0.57  -1.43  0.389
C  -2.65  2.94  -3.37  -0.616
C  -0.72  3.49  -4.75  -0.839
H  -0.81  -5.15  2.74  0.393
H  -3.56  -1.38  -0.74  0.717
H  -5.42  0.55  4.13  0.310
C  -2.06  1.95  1.07  -2.112
H  -0.68  1.72  4.07  0.124
H  -3.71  3.09  -3.20  0.494
C  -1.49  1.15  4.51  -0.787
C  1.26  0.48  2.78  0.676
H  -2.06  5.30  0.42  0.512
C  0.04  -2.88  -3.55  -0.919
C  -2.95  0.96  1.73  1.203
C  1.99  -3.57  1.70  -1.097
C  -0.56  1.93  -2.81  0.302
H  -1.63  -4.21  0.16  0.393
H  2.10  -4.64  1.88  0.621
N  1.35  2.41  -4.07  -0.811
C  -0.67  -4.10  3.03  -1.269
C  -1.68  4.29  0.51  -1.490
C  5.30  1.47  2.03  -0.694
H  -6.64  -0.57  1.01  0.442
N  -0.79  1.66  0.67  1.466
C  -3.48  3.24  3.90  -1.165
H  0.37  4.74  -0.07  0.593
H  1.31  -1.89  5.72  0.499
H  3.12  -3.63  -2.27  0.572
C  2.15  -3.17  -2.43  -1.161
H  -2.41  1.61  -1.72  -0.679
C  -4.40  0.36  4.44  -0.994
Si  -4.76  0.95  1.04  0.610
H  -5.65  -0.96  2.41  0.359
H  -5.64  3.28  1.49  0.412
C  3.53  1.65  0.41  -0.193
H  1.23  1.17  1.95  -0.434
N  2.22  -0.34  -0.22  1.798
C  -0.35  3.99  0.22  -0.821
C  -0.54  -4.13  0.11  -1.191
Ti  0.33  -0.15  -0.20  -1.984
H  -1.23  -1.38  -2.75  0.270
C  1.99  0.85  3.89  -0.542
H  2.59  0.24  5.88  0.505
H  -3.65  3.35  4.98  0.497
H  -2.66  4.26  -5.10  0.423
C  3.29  0.29  0.52  0.179
H  6.08  1.93  2.62  0.408
Sb  -2.32  -1.17  1.74  0.324
H  -0.64  -3.15  -4.35  0.479
H  -4.34  0.57  5.51  0.481
H  -1.63  1.51  5.54  0.601
C  4.08  -0.49  1.35  -0.088
Si  -3.10  1.43  3.62  0.228
H  5.69  -0.51  2.75  0.448
C  -5.61  -0.69  1.35  -1.273
H  2.53  1.79  3.90  0.421
H  -1.19  0.11  4.57  0.103
H  2.98  2.25  -0.31  0.208
H  4.72  3.31  1.08  0.464
H  -0.27  -3.78  -0.89  0.267
C  -2.52  -1.35  -0.41  -0.571
H  1.04  2.40  0.10  -0.185
H  -1.65  -3.71  3.31  0.268
N  0.53  -1.54  -1.64  1.399
H  -4.43  2.30  -1.03  0.120
C  4.53  2.24  1.17  -0.884
C  2.03  0.00  4.98  -0.827
C  0.02  2.68  0.32  -0.382
H  -0.16  -5.15  0.20  0.463
C  1.81  -2.05  -1.60  0.545
C  -1.95  2.12  -2.56  1.059
H  -6.88  2.06  1.31  0.493
H  2.45  -3.05  2.54  0.251
H  -2.62  3.87  3.66  0.346
H  2.52  -3.31  0.78  0.296
H  3.90  -1.56  1.40  0.430
C  0.06  2.63  -3.91  0.490
H  -4.36  3.64  3.40  0.338
N  2.72  -1.48  -0.86  -1.007